No. 1
Molecular formula: C7H10O
Method: DFT, the ωB97M-V functional and the def2-TZVPD basis

Values from the calculation:
E_LUMO (alpha / beta) = 0.27 / 0.31 eV
Total charge = 0

Each atom is followed by the atoms it is bonded to, with distances in Å.
Positions of all 18 atoms, in Å:
1 C 0.91 -1.16 2.80  C2 1.210, H9 1.074
2 C 0.65 -0.20 2.11  C1 1.210, C7 1.450
3 C -0.25 -0.76 -1.57  C4 1.304, C5 1.504, H10 1.065
4 C 0.77 -0.48 -0.81  C3 1.304, H11 1.078
5 C -0.25 -1.30 -2.98  C3 1.504, H12 1.187, H13 1.093, H14 1.139
6 C -1.11 1.38 1.42  C7 1.457, H15 1.099, H16 1.159, H17 1.195
7 C 0.31 1.05 1.46  C2 1.450, C6 1.457, O8 1.347
8 O 1.27 2.00 1.53  C7 1.347, H18 0.916
9 H 1.06 -2.20 3.02  C1 1.074
10 H -1.24 -0.64 -1.20  C3 1.065
11 H 1.82 -0.60 -1.02  C4 1.078
12 H -0.31 -0.48 -3.83  C5 1.187
13 H -1.11 -1.98 -3.03  C5 1.093
14 H 0.79 -1.74 -3.06  C5 1.139
15 H -1.51 1.76 2.36  C6 1.099
16 H -1.70 0.40 1.20  C6 1.159
17 H -1.38 2.19 0.59  C6 1.195
18 H 1.27 2.76 1.01  O8 0.916

Atom charges from the natural (NBO) analysis, given in e for atoms 1 to 6: C -0.24; C -0.09; C -0.33; C -0.11; C -0.64; C -0.68

***

No. 2
Molecular formula: C7H10O
Method: DFT, the ωB97M-V functional and the def2-TZVPD basis

Values from the calculation:
E_LUMO = 1.12 eV
Total charge = 0
SMILES = C1[C@@H]2C[C@@H]2O[C@@H]2C[C@H]12

Each atom is followed by the atoms it is bonded to, with distances in Å.
Positions of all 18 atoms, in Å:
1 C 0.08 1.62 -0.04  C2 1.718, C8 1.659, H9 0.979, H10 1.106
2 C -1.36 0.75 -0.40  C1 1.718, C3 1.429, C4 1.678, H11 1.072
3 C -1.89 0.02 0.71  C2 1.429, C4 1.525, H12 1.236, H13 1.192
4 C -1.26 -0.93 -0.30  C2 1.678, C3 1.525, O5 1.282, H14 1.262
5 O -0.11 -1.43 -0.04  C4 1.282, C6 1.457
6 C 1.10 -0.69 -0.39  O5 1.457, C7 1.500, C8 1.474, H15 1.077
7 C 2.07 -0.18 0.64  C6 1.500, C8 1.477, H16 1.123, H17 1.092
8 C 1.45 0.74 -0.33  C1 1.659, C6 1.474, C7 1.477, H18 1.146
9 H 0.00 2.56 -0.31  C1 0.979
10 H -0.26 1.56 1.01  C1 1.106
11 H -2.06 1.27 -1.03  C2 1.072
12 H -1.32 0.06 1.81  C3 1.236
13 H -3.05 0.09 0.99  C3 1.192
14 H -1.95 -1.35 -1.27  C4 1.262
15 H 1.45 -1.32 -1.18  C6 1.077
16 H 3.14 -0.51 0.55  C7 1.123
17 H 1.97 -0.31 1.72  C7 1.092
18 H 1.90 1.35 -1.20  C8 1.146

Atom charges from the natural (NBO) analysis, given in e for atoms 1 to 6: C -0.38; C -0.27; C -0.46; C 0.13; O -0.51; C 0.08

***

No. 3
Molecular formula: C7H10O
Method: DFT, the ωB97M-V functional and the def2-TZVPD basis

Values from the calculation:
E_LUMO = 0.92 eV
Total charge = 0
SMILES = C=C[C@H](C)C(C)=C=O

Each atom is followed by the atoms it is bonded to, with distances in Å.
Positions of all 18 atoms, in Å:
1 C -2.54 0.32 -0.29  C2 1.319, H9 1.076, H10 1.077
2 C -1.54 -0.47 0.05  C1 1.319, C3 1.504, H11 1.083
3 C -0.18 -0.05 0.54  C2 1.504, C4 1.528, C5 1.525, H12 1.098
4 C -0.03 1.46 0.73  C3 1.528, H13 1.087, H14 1.087, H15 1.088
5 C 0.88 -0.57 -0.42  C3 1.525, C6 1.507, C7 1.295
6 C 2.24 -0.92 0.14  C5 1.507, H16 1.090, H17 1.087, H18 1.090
7 C 0.63 -0.68 -1.69  C5 1.295, O8 1.168
8 O 0.39 -0.78 -2.83  C7 1.168
9 H -2.48 1.39 -0.24  C1 1.076
10 H -3.48 -0.08 -0.64  C1 1.077
11 H -1.66 -1.55 -0.02  C2 1.083
12 H 0.00 -0.54 1.50  C3 1.098
13 H 0.96 1.69 1.10  C4 1.087
14 H -0.17 1.98 -0.21  C4 1.087
15 H -0.76 1.82 1.45  C4 1.088
16 H 2.15 -1.73 0.86  C6 1.090
17 H 2.92 -1.23 -0.66  C6 1.087
18 H 2.67 -0.06 0.64  C6 1.090

Atom charges from the natural (NBO) analysis, given in e for atoms 1 to 6: C -0.40; C -0.17; C -0.24; C -0.60; C -0.34; C -0.59

***

No. 4
Molecular formula: C7H10O2
Method: DFT, the ωB97M-V functional and the def2-TZVPD basis

Values from the calculation:
E_LUMO = -0.16 eV
Total charge = 0
SMILES = C[C@@H]1C[C@H](C)C(=O)C1=O

Each atom is followed by the atoms it is bonded to, with distances in Å.
Positions of all 19 atoms, in Å:
1 C -0.34 1.83 -1.76  C2 1.590, H10 1.093, H11 1.118, H12 1.059
2 C -0.59 1.26 -0.30  C1 1.590, C3 1.512, C8 1.600, H13 1.161
3 C 0.59 1.22 0.65  C2 1.512, C4 1.551, H14 1.123, H15 1.098
4 C 1.05 -0.21 1.04  C3 1.551, C5 1.475, C6 1.546, H16 1.118
5 C 2.31 -0.56 0.35  C4 1.475, H17 1.147, H18 1.086, H19 1.156
6 C -0.13 -1.11 0.64  C4 1.546, O7 1.169, C8 1.691
7 O -0.33 -2.16 1.12  C6 1.169
8 C -1.16 -0.23 -0.37  C2 1.600, C6 1.691, O9 1.214
9 O -2.08 -0.66 -1.04  C8 1.214
10 H -0.17 2.91 -1.73  C1 1.093
11 H 0.58 1.39 -2.21  C1 1.118
12 H -1.16 1.55 -2.38  C1 1.059
13 H -1.45 1.91 0.13  C2 1.161
14 H 1.51 1.69 0.20  C3 1.123
15 H 0.39 1.85 1.52  C3 1.098
16 H 1.20 -0.42 2.13  C4 1.118
17 H 2.21 -0.37 -0.78  C5 1.147
18 H 2.75 -1.55 0.37  C5 1.086
19 H 3.01 0.30 0.68  C5 1.156

Atom charges from the natural (NBO) analysis, given in e for atoms 1 to 6: C -0.59; C -0.33; C -0.42; C -0.34; C -0.60; C 0.52

***

No. 5
Molecular formula: C7H10O2S
Method: DFT, the ωB97M-V functional and the def2-TZVPD basis

Values from the calculation:
E_LUMO = 0.01 eV
Total charge = 0
SMILES = CS/C=C(\C)O.C#CC=O

Each atom is followed by the atoms it is bonded to, with distances in Å.
Positions of all 20 atoms, in Å:
1 C -0.16 2.91 0.66  S2 1.852, H7 1.066, H8 1.164, H9 1.121
2 S 0.79 1.77 -0.44  C1 1.852, C3 1.727
3 C 0.89 0.38 0.59  S2 1.727, C4 1.315, H10 1.059
4 C 1.42 -0.79 0.31  C3 1.315, C5 1.480, O6 1.351
5 C 2.16 -1.07 -0.94  C4 1.480, H11 1.201, H12 1.144, H13 1.138
6 O 1.33 -1.85 1.14  C4 1.351, H14 0.969
7 H 0.29 3.87 0.69  C1 1.066
8 H 0.13 2.43 1.69  C1 1.164
9 H -1.21 3.00 0.27  C1 1.121
10 H 0.32 0.52 1.47  C3 1.059
11 H 1.60 -1.91 -1.60  C5 1.201
12 H 2.23 -0.07 -1.48  C5 1.144
13 H 3.21 -1.50 -0.85  C5 1.138
14 H 0.60 -1.78 1.77  O6 0.969
15 C -1.43 -0.17 -1.54  C16 1.214, H19 1.068
16 C -2.20 -0.68 -0.75  C15 1.214, C17 1.446
17 C -2.88 -1.62 0.11  C16 1.446, O18 1.215, H20 1.151
18 O -3.52 -1.38 1.12  C17 1.215
19 H -0.92 0.65 -2.00  C15 1.068
20 H -2.65 -2.70 -0.21  C17 1.151

Atom charges from the natural (NBO) analysis, given in e for atoms 1 to 6: C -0.72; S 0.21; C -0.49; C 0.30; C -0.67; O -0.68

***

No. 6
Molecular formula: C7H10O5
Method: DFT, the ωB97M-V functional and the def2-TZVPD basis

Values from the calculation:
E_LUMO = 0.77 eV
Total charge = 0
SMILES = CC(=O)O[C@@H]1CC[C@H]2OO[C@@H]1O2

Each atom is followed by the atoms it is bonded to, with distances in Å.
Positions of all 22 atoms, in Å:
1 C -3.47 0.65 -0.57  C2 1.403, H13 1.116, H14 1.062, H15 1.153
2 C -2.50 -0.13 0.07  C1 1.403, O3 1.179, O4 1.437
3 O -2.60 -1.27 0.34  C2 1.179
4 O -1.27 0.62 0.18  C2 1.437, C5 1.492
5 C -0.14 -0.14 0.79  O4 1.492, C6 1.573, C11 1.543, H16 1.147
6 C 0.93 0.86 1.35  C5 1.573, C7 1.608, H17 1.134, H18 1.162
7 C 1.33 1.69 0.03  C6 1.608, C8 1.539, H19 1.096, H20 1.108
8 C 1.92 0.57 -0.86  C7 1.539, O9 1.464, O12 1.428, H21 1.062
9 O 2.74 -0.32 -0.04  C8 1.464, O10 1.488
10 O 1.82 -1.44 0.29  O9 1.488, C11 1.433
11 C 0.55 -1.05 -0.24  C5 1.543, O10 1.433, O12 1.372, H22 1.149
12 O 0.87 -0.27 -1.33  C8 1.428, C11 1.372
13 H -3.66 1.63 -0.07  C1 1.116
14 H -4.40 0.15 -0.69  C1 1.062
15 H -2.99 0.96 -1.57  C1 1.153
16 H -0.64 -0.77 1.61  C5 1.147
17 H 0.45 1.42 2.21  C6 1.134
18 H 1.78 0.18 1.75  C6 1.162
19 H 0.48 2.18 -0.47  C7 1.096
20 H 2.17 2.32 0.39  C7 1.108
21 H 2.57 0.85 -1.65  C8 1.062
22 H 0.16 -2.09 -0.52  C11 1.149

Atom charges from the natural (NBO) analysis, given in e for atoms 1 to 6: C -0.73; C 0.80; O -0.56; O -0.57; C 0.04; C -0.43

***

No. 7
Molecular formula: C7H10OS
Method: DFT, the ωB97M-V functional and the def2-TZVPD basis

Values from the calculation:
E_LUMO (alpha / beta) = 0.79 / -2.01 eV
Total charge = 0
<S²> = 2.012
Multiplicity = 3

Each atom is followed by the atoms it is bonded to, with distances in Å.
Positions of all 19 atoms, in Å:
1 C 0.31 2.51 0.31  C2 1.495, C3 1.350, H10 1.043
2 C 0.01 2.10 -1.10  C1 1.495, C4 1.314, H11 1.164
3 C 0.71 1.59 1.21  C1 1.350, C5 1.436, H12 1.114
4 C -0.11 0.82 -1.35  C2 1.314, C6 1.659, H13 1.068
5 C 1.12 0.24 0.94  C3 1.436, C6 1.561, H14 1.112, H15 1.142
6 C 0.24 -0.34 -0.21  C4 1.659, C5 1.561, O8 1.355, S9 1.969
7 C -1.41 -2.64 0.39  S9 1.808, H16 1.090, H17 1.074, H18 0.992
8 O 0.81 -1.43 -0.78  C6 1.355, H19 0.946
9 S -1.61 -0.85 0.21  C6 1.969, C7 1.808
10 H 0.33 3.53 0.54  C1 1.043
11 H -0.27 2.83 -1.96  C2 1.164
12 H 0.90 1.97 2.24  C3 1.114
13 H -0.43 0.49 -2.32  C4 1.068
14 H 2.16 0.32 0.55  C5 1.112
15 H 1.13 -0.45 1.85  C5 1.142
16 H -1.12 -2.91 -0.63  C7 1.090
17 H -2.37 -3.07 0.62  C7 1.074
18 H -0.77 -2.99 1.06  C7 0.992
19 H 0.39 -1.74 -1.57  O8 0.946

Atom charges from the natural (NBO) analysis, given in e for atoms 1 to 6: C -0.19; C -0.28; C -0.13; C -0.20; C -0.51; C 0.23

***

No. 8
Molecular formula: C7H10P2
Method: DFT, the ωB97M-V functional and the def2-TZVPD basis

Values from the calculation:
E_LUMO (alpha / beta) = -0.02 / -0.12 eV
Total charge = 0

Each atom is followed by the atoms it is bonded to, with distances in Å.
Positions of all 19 atoms, in Å:
1 C 2.00 0.91 0.31  C2 1.377, C5 1.393, H10 1.104
2 C 1.62 -0.20 1.04  C1 1.377, C6 1.473, H11 1.150
3 C -0.92 0.91 0.39  C7 1.430, P8 1.605
4 C 0.91 -0.46 -1.22  C5 1.522, C6 1.595, H12 1.178, H13 1.052
5 C 1.22 0.98 -0.84  C1 1.393, C4 1.522, H14 1.138
6 C 0.65 -0.99 0.26  C2 1.473, C4 1.595, C7 1.581, H15 1.133
7 C -0.78 -0.48 0.69  C3 1.430, C6 1.581, P9 1.864, H16 1.179
8 P -1.64 2.30 0.02  C3 1.605, H17 1.335
9 P -1.96 -1.67 -0.13  C7 1.864, H18 1.555, H19 1.338
10 H 2.66 1.70 0.69  C1 1.104
11 H 1.86 -0.53 2.11  C2 1.150
12 H 0.03 -0.53 -2.00  C4 1.178
13 H 1.71 -1.08 -1.51  C4 1.052
14 H 1.16 1.86 -1.56  C5 1.138
15 H 0.85 -2.10 0.22  C6 1.133
16 H -1.03 -0.49 1.84  C7 1.179
17 H -2.91 2.01 0.32  P8 1.335
18 H -2.42 -0.75 -1.30  P9 1.555
19 H -3.00 -1.41 0.68  P9 1.338

Atom charges from the natural (NBO) analysis, given in e for atoms 1 to 6: C -0.26; C -0.18; C -0.38; C -0.44; C -0.13; C -0.26

***

Asked for electronic energy across the records above, the calculation gives -9461.440; -9462.451; -9467.127; -11514.765; -22347.025; -17654.702; -20298.299; -25992.409 eV in order.
Asked for relative energy (zero: lowest compared OMol25 entry of this formula, charge and spin) across the records above, the calculation gives 7.120; 6.109; 1.434; 1.092; 3.013; 3.875; 1.242; 4.353 eV in order.